1.
This record from OMol25 describes an isolated molecule of C4H5NO. The level of theory is ωB97M-V/def2-TZVPD.

Computed properties:
Energy: -285.266084 a.u.
Gap between HOMO and LUMO: 7.5 eV
Lowest unoccupied orbital energy: -0.09 eV
Largest force on an atom: 3.28 eV Å⁻¹
Structure (SMILES): O[C@@H]1C=C=CN1

Element x y z (Å)
O -0.339 1.905 -0.416
C -0.330 0.630 0.040
C 0.459 0.016 1.145
C 0.833 -1.300 0.876
C 0.284 -1.468 -0.428
N -0.380 -0.404 -0.919
H 0.556 2.233 -0.265
H -1.209 0.461 0.792
H 0.669 0.596 2.045
H 0.323 -2.347 -1.067
H -0.868 -0.322 -1.803

2.
This record from OMol25 describes an isolated molecule of C6H12O. The level of theory is ωB97M-V/def2-TZVPD.

Computed properties:
Energy: -311.017057 a.u.
Gap between HOMO and LUMO: 10.1 eV
Lowest unoccupied orbital energy: 0.93 eV
Largest force on an atom: 1.09 eV Å⁻¹
Structure (SMILES): CCC/C=C/CO

Element x y z (Å)
C -0.696 -2.346 1.004
C 0.663 -1.671 0.952
C 0.977 -0.976 -0.363
C 0.129 0.252 -0.570
C 0.572 1.492 -0.563
C -0.288 2.687 -0.756
O -1.629 2.372 -0.410
H -1.471 -1.654 0.696
H -0.730 -3.177 0.303
H -0.950 -2.763 1.975
H 1.441 -2.396 1.205
H 0.750 -0.956 1.776
H 2.027 -0.670 -0.302
H 0.847 -1.607 -1.236
H -0.919 0.039 -0.764
H 1.647 1.625 -0.449
H 0.049 3.547 -0.165
H -0.244 3.036 -1.801
H -2.175 3.166 -0.532

3.
This record from OMol25 describes a structure of composition C18H23ClN3O7Pt. The level of theory is ωB97M-V/def2-TZVPD.

Computed properties:
Total charge: -1
Energy: -1969.707392 a.u.
Gap between HOMO and LUMO (alpha / beta): 3.6 / 3.6 eV
Lowest unoccupied orbital energy (alpha / beta): 1.73 / 1.73 eV
Multiplicity: 3
Largest force on an atom: 2.19 eV Å⁻¹
⟨S²⟩: 2.006

Element x y z (Å)
Pt -0.031 0.055 0.854
Cl -3.058 -0.289 3.235
O -3.872 0.872 3.461
O -3.898 -1.401 2.798
O -2.153 0.037 2.123
O -2.311 -0.645 4.385
O 2.699 -3.714 3.151
C 2.867 -3.122 1.949
C 2.323 -1.680 1.785
O 1.008 -1.298 2.076
H 2.458 -3.765 1.120
H 3.938 -3.093 1.639
H 2.641 -1.377 0.758
H 2.971 -1.060 2.437
N -0.832 -1.794 -0.298
C -2.140 -2.004 -0.442
C -2.644 -3.094 -1.153
C -1.774 -3.955 -1.798
C -0.415 -3.752 -1.589
C 0.012 -2.659 -0.870
H -2.839 -1.346 0.058
H -3.689 -3.341 -1.297
H -2.080 -4.819 -2.372
H 0.364 -4.312 -2.093
H 1.059 -2.410 -0.789
N -1.189 1.236 -0.738
C -1.021 0.979 -2.046
C -1.512 1.720 -3.104
C -2.490 2.641 -2.813
C -2.776 2.919 -1.489
C -2.082 2.220 -0.500
H -0.282 0.223 -2.296
H -1.197 1.471 -4.106
H -3.065 3.184 -3.556
H -3.547 3.595 -1.154
H -2.397 2.286 0.537
N 1.709 0.768 -0.475
C 2.567 0.028 -1.196
C 3.644 0.505 -1.929
C 3.879 1.865 -1.906
C 3.013 2.679 -1.195
C 1.955 2.091 -0.537
H 2.473 -1.050 -1.191
H 4.223 -0.217 -2.484
H 4.822 2.277 -2.251
H 3.184 3.739 -1.073
H 1.182 2.685 -0.062
C -0.580 2.795 2.895
O 0.272 1.924 2.149
H -1.365 2.182 3.337
H -0.115 3.306 3.741
H -1.031 3.544 2.238
H 1.121 2.374 2.074

4.
This record from OMol25 describes a structure of composition C29H31FIrN4Se. The level of theory is ωB97M-V/def2-TZVPD.

Computed properties:
Energy: -3948.096854 a.u.
Gap between HOMO and LUMO (alpha / beta): 4.9 / 4.7 eV
Lowest unoccupied orbital energy (alpha / beta): -1.15 / -1.30 eV
Multiplicity: 2
Largest force on an atom: 1.82 eV Å⁻¹
⟨S²⟩: 0.759

Element x y z (Å)
Ir 0.647 0.274 -0.728
C 0.778 2.444 2.906
C 0.585 1.010 2.503
C -0.460 0.252 2.991
C -0.535 -1.123 2.742
C 0.435 -1.754 1.999
C 1.485 -0.999 1.458
C 1.554 0.373 1.698
H 1.278 3.014 2.122
H 1.403 2.494 3.801
H -0.172 2.922 3.144
H -1.216 0.724 3.607
H -1.354 -1.695 3.159
H 0.403 -2.823 1.841
H 2.299 -1.495 0.942
H 2.444 0.926 1.421
Se -1.180 -3.252 -1.111
N -0.138 -4.106 -2.309
C 0.894 -3.329 -2.661
C 1.890 -3.524 -3.632
C 2.870 -2.559 -3.764
C 2.856 -1.400 -2.970
N 1.929 -1.181 -2.053
C 0.972 -2.127 -1.915
N -0.003 -1.864 -1.067
H 1.876 -4.407 -4.258
H 3.660 -2.673 -4.493
H 3.612 -0.634 -3.098
C -1.667 4.187 -2.141
N -1.510 4.369 -0.715
C -2.777 4.603 -0.056
C -0.751 3.301 -0.092
C 0.720 3.318 -0.467
C 1.370 4.553 -0.490
C 2.703 4.660 -0.846
C 3.412 3.513 -1.178
C 2.776 2.282 -1.143
C 1.428 2.150 -0.787
H -2.121 5.075 -2.582
H -2.306 3.319 -2.385
H -0.691 4.040 -2.605
H -3.263 5.475 -0.494
H -2.612 4.799 1.004
H -3.469 3.748 -0.144
H -1.175 2.309 -0.333
H -0.854 3.423 0.989
H 0.798 5.439 -0.242
H 3.183 5.630 -0.876
H 4.453 3.579 -1.472
H 3.341 1.393 -1.408
F -7.585 -4.246 -1.178
C -6.401 -3.608 -1.007
C -5.942 -2.761 -1.999
C -4.751 -2.087 -1.809
C -3.990 -2.238 -0.634
C -2.758 -1.534 -0.431
C -4.489 -3.131 0.331
C -5.684 -3.812 0.152
H -6.521 -2.639 -2.906
H -4.393 -1.417 -2.583
H -2.431 -0.776 -1.127
H -2.258 -1.587 0.529
H -3.929 -3.279 1.247
H -6.062 -4.492 0.903
C -0.332 0.748 -2.194
H -0.854 -0.020 -2.775
H -0.268 1.704 -2.716

What is the formula in the second record? C6H12O